C4H4N2O | ωB97M-V with the def2-TZVPD basis set

The geometry in XYZ format:
```
11
Properties=species:S:1:pos:R:3
C 3.18 -0.47 -0.36
C 2.11 -1.25 -0.21
C 0.86 0.60 -0.23
C -0.54 1.07 -0.16
N 3.07 0.81 -0.37
N 1.84 1.28 -0.68
O 1.04 -0.67 0.33
H 1.65 -3.56 -0.16
H -0.96 0.81 0.80
H -1.12 0.56 -0.93
H -0.58 2.14 -0.33
```

E_LUMO (spin up / spin down) in eV: -2.2 / -2.2
Charge: 0
Multiplicity: 1
Maximum force in hartree/bohr: 0.0568
Frontier orbital gap (spin up / spin down) in eV: 6.91 / 6.69
Calculated total energy in eV: -9230.683